# C10H16NOS

An isolated ion of composition C10H16NOS and charge +1 (the ωB97M-V functional and the def2-TZVPD basis, the Open Molecules 2025 dataset).

Geometry as XYZ:
```
29
Properties=species:S:1:pos:R:3:forces:R:3
O 1.91120 -1.90912 1.31354 -0.05 0.93 -0.42
C 1.99587 -0.76187 0.49798 -0.59 1.38 -0.94
C 2.97453 0.27009 0.76331 -1.74 -0.05 -1.52
C 2.98805 1.43211 -0.11634 -0.71 -1.15 0.04
C 2.08710 1.53357 -1.23442 -0.54 -0.94 0.51
C 1.09855 0.50329 -1.51172 1.62 -0.36 2.35
C 1.04397 -0.64304 -0.61985 0.62 0.57 -0.83
C -0.05059 -1.75506 -0.86289 1.89 0.05 0.99
N -0.92596 -1.74322 0.32470 -1.23 0.12 -0.72
C -2.24406 -1.13534 0.12442 -0.18 -0.28 -0.29
C -2.29118 0.22466 -0.67072 -0.76 0.55 0.42
C -1.77104 1.51877 0.08943 -1.08 -0.41 -1.30
S -1.15813 1.28435 1.80128 0.48 1.94 0.22
H 1.34256 -1.72748 2.08015 0.50 -0.18 -0.24
H 3.64626 0.13366 1.63395 -0.41 0.27 -0.80
H 3.71220 2.24798 0.09363 -0.63 -0.72 -0.29
H 2.10098 2.42155 -1.90358 0.20 -0.73 0.68
H 0.37599 0.58148 -2.34873 0.73 -0.03 0.56
H -0.58258 -1.60623 -1.83158 0.23 0.05 0.96
H 0.44286 -2.76506 -0.91553 -0.37 1.00 -0.03
H -0.45354 -1.42211 1.15946 -0.09 -0.12 -0.40
H -2.73450 -1.05374 1.13563 0.31 0.09 -1.01
H -2.89490 -1.85664 -0.44594 0.63 0.68 0.49
H -1.78478 0.21052 -1.66192 -0.27 -0.36 0.86
H -3.37987 0.41316 -0.88999 1.04 -0.14 0.18
H -2.62576 2.24601 0.17026 0.91 -0.65 0.47
H -0.98143 2.07063 -0.48935 -0.29 -0.70 1.02
H -1.98079 0.48553 2.54740 0.69 -0.32 -0.76
H 0.13899 0.80156 1.76745 -0.94 -0.52 -0.19
```
Forces are in eV/Å.

The relative energy (zero: lowest compared OMol25 entry of this formula, charge and spin) comes out at 1.627 eV. The calculation puts the HOMO-LUMO gap at 8.04 eV. Its spin multiplicity is 1. As for the charge: +1.

Atomic partial charges in e from the Mulliken method, atoms 1 to 8: number 1, O, carries -0.505; number 2, C, carries -0.030; number 3, C, carries -0.374; number 4, C, carries -0.462; number 5, C, carries -0.535; number 6, C, carries -0.671; number 7, C, carries 0.912; number 8, C, carries -1.025


# C10H16NOS

An isolated ion of composition C10H16NOS and charge +1 (the ωB97M-V functional and the def2-TZVPD basis, the Open Molecules 2025 dataset).

Geometry as XYZ:
```
29
Properties=species:S:1:pos:R:3:forces:R:3
C 1.68078 1.68665 3.12227 -0.34 -1.12 -0.07
C 1.10578 1.35934 1.84058 0.75 0.17 -0.29
C 2.33115 0.56904 3.67371 0.27 1.19 -1.58
C 1.30015 0.06468 1.42069 1.69 -0.05 1.88
C 0.22891 -0.02693 -1.97999 -1.85 -1.53 0.01
C 0.92728 -0.55327 0.17457 -0.52 -0.98 0.96
C -1.28896 0.07112 -1.38641 2.12 -0.61 0.55
C 1.08331 -2.04032 0.15481 -0.88 -1.98 0.33
C -1.54085 1.52126 -1.23110 -2.69 2.39 0.41
C -2.28932 -0.73088 -2.24253 -0.95 0.20 3.61
N -1.14851 -0.48815 -0.01482 2.58 -2.66 -3.51
O 1.10821 0.13810 -0.92566 0.47 1.07 0.84
S 2.37825 -0.80801 2.65575 -2.02 1.41 -1.16
H 1.53959 2.67663 3.59738 0.42 -0.89 -0.30
H 0.73025 2.07614 1.08957 -0.23 -0.21 0.88
H 3.09608 0.54312 4.43254 -0.43 0.23 0.63
H 0.27357 -1.02072 -2.40566 0.55 -0.25 -0.42
H 0.51234 0.74438 -2.66819 -0.37 0.18 -0.61
H 1.08562 -2.49945 1.23310 -1.37 0.80 -2.02
H 2.14309 -2.28484 0.02773 -0.02 0.22 -1.21
H 0.34663 -2.51963 -0.65723 2.12 0.54 2.06
H -2.48214 1.81181 -1.82607 1.36 -0.22 0.90
H -0.75072 2.27123 -1.51216 -0.58 -1.09 0.41
H -1.82253 1.62059 -0.14113 0.22 0.90 -1.25
H -2.28839 -0.20092 -3.12635 -0.19 0.21 -2.55
H -3.33678 -0.67162 -1.79397 1.30 0.28 -0.50
H -2.07235 -1.79377 -2.20428 0.36 -0.06 -0.79
H -1.32333 -1.49184 -0.03382 -0.33 0.38 0.55
H -1.52712 -0.02376 0.72670 -1.44 1.48 2.24
```
Forces are in eV/Å.

The relative energy (zero: lowest compared OMol25 entry of this formula, charge and spin) comes out at 0.730 eV. The calculation puts the HOMO-LUMO gap at 8.52 eV. Its spin multiplicity is 1. As for the charge: +1.

Atomic partial charges in e from the Mulliken method, atoms 1 to 8: number 1, C, carries -0.556; number 2, C, carries -0.447; number 3, C, carries -0.327; number 4, C, carries -0.604; number 5, C, carries -0.901; number 6, C, carries 1.811; number 7, C, carries 1.611; number 8, C, carries -1.470


# C10H16O

A 2-piece molecular cluster, C10H16O overall (the ωB97M-V functional and the def2-TZVPD basis, the Open Molecules 2025 dataset).

Geometry as XYZ:
```
27
Properties=species:S:1:pos:R:3:forces:R:3
C 2.59548 2.14985 1.00731 1.98 0.72 -0.40
C 1.47766 1.69789 0.06623 0.71 1.18 1.28
C 1.72499 0.85841 -1.02520 3.29 -0.12 -0.95
C 0.71459 0.30681 -1.77221 -1.65 1.55 2.10
C -0.57910 0.70365 -1.38762 -1.00 2.25 1.18
O -1.58270 0.10310 -2.01558 -3.34 -0.88 -0.44
C -0.92456 1.75582 -0.48849 3.10 0.74 0.35
C 0.22720 2.24644 0.30907 -4.04 -1.00 -0.27
H 3.62619 1.70446 0.84096 -1.26 0.26 -0.52
H 2.45993 1.86622 2.05199 -0.64 0.25 0.00
H 2.78404 3.27283 0.93988 -0.47 -1.36 0.24
H 2.87944 0.73935 -1.33522 -2.82 -0.14 0.88
H 0.65099 -0.38430 -2.55399 0.97 -0.95 -1.12
H -2.48178 0.30855 -1.58530 2.26 -0.33 -0.95
H -1.90517 2.34082 -0.51181 1.31 -1.42 0.23
H -0.14770 2.87846 1.20478 1.58 -0.75 -1.58
C -1.46951 -1.61687 1.21514 -2.34 2.89 0.69
C -1.20460 -2.87534 2.01654 3.47 0.98 -2.51
C -0.42528 -3.84138 1.10527 -3.07 -2.38 0.47
H -0.89949 -0.62687 1.33862 0.26 -1.97 0.29
H -1.47653 -1.78956 0.15569 -0.12 -0.22 -0.58
H -2.48029 -1.16486 1.48443 0.69 -0.82 -0.48
H -1.94620 -3.44644 2.38330 -3.34 -1.01 1.40
H -0.54409 -2.60113 2.79786 0.59 0.02 1.15
H -1.05282 -4.31462 0.24378 0.96 0.92 1.59
H 0.06330 -4.62683 1.67354 -0.20 -0.38 0.07
H 0.31055 -3.29262 0.71987 3.14 2.01 -2.10
```
Forces are in eV/Å.

The relative energy (zero: lowest compared OMol25 entry of this formula, charge and spin) comes out at 3.130 eV. The calculation puts the HOMO-LUMO gap at 9.07 eV. Its spin multiplicity is 1. Its SMILES is Cc1ccc(O)cc1.CCC.

Atomic partial charges in e from the Mulliken method, atoms 1 to 8: number 1, C, carries -1.361; number 2, C, carries 0.608; number 3, C, carries -0.208; number 4, C, carries -0.699; number 5, C, carries 0.826; number 6, O, carries -0.556; number 7, C, carries -0.607; number 8, C, carries -0.376


# C10H16O

A 2-piece molecular cluster, C10H16O overall (the ωB97M-V functional and the def2-TZVPD basis, the Open Molecules 2025 dataset).

Geometry as XYZ:
```
27
Properties=species:S:1:pos:R:3:forces:R:3
C -2.75985 1.54375 0.79745 -1.18 -0.23 -0.84
C -1.85816 0.38096 0.48500 0.58 1.26 0.57
C -1.74868 -0.09494 -0.80977 -0.42 -0.44 0.58
C -1.18816 -1.35376 -1.03455 -0.24 0.57 -0.14
C -0.65409 -2.05398 0.03293 -1.64 -0.56 -0.26
O -0.40116 -3.39607 -0.08229 0.87 -0.06 0.47
C -0.60923 -1.48590 1.30476 0.95 -0.14 -0.19
C -1.17274 -0.24625 1.53349 0.37 -0.19 -0.72
H -2.64716 2.08069 1.73428 0.44 -0.01 -0.07
H -3.73303 1.07898 0.82455 -0.70 -0.43 0.80
H -3.04139 2.20120 -0.03229 1.14 0.39 -0.05
H -2.24851 0.48302 -1.57789 0.15 -0.24 -0.26
H -1.25160 -1.78468 -2.02894 0.20 -0.09 0.08
H -0.78619 -3.75906 -0.88064 -0.01 0.18 -0.24
H -0.02030 -2.02323 2.03992 -0.30 0.06 0.23
H -0.98073 0.27471 2.46515 -0.48 -0.18 0.11
C 2.35615 2.00894 -0.74224 0.37 0.82 0.46
C 2.17948 0.82317 0.18957 0.33 -2.11 -0.35
C 2.27155 -0.50638 -0.61838 -0.13 -0.35 0.98
H 3.10880 2.71957 -0.39546 0.08 -0.06 0.18
H 1.45714 2.60406 -0.83901 -0.37 -0.02 -0.11
H 2.68304 1.72394 -1.74161 -0.14 -0.21 0.02
H 2.91471 0.63687 0.97770 0.35 1.06 -0.12
H 1.23541 0.76229 0.73034 -0.17 0.52 -0.22
H 2.99687 -0.47490 -1.42262 -0.06 0.22 -0.33
H 2.61255 -1.32634 0.02718 -0.08 0.12 0.06
H 1.28527 -0.81667 -0.93663 0.06 0.10 -0.64
```
Forces are in eV/Å.

The relative energy (zero: lowest compared OMol25 entry of this formula, charge and spin) comes out at 1.631 eV. The calculation puts the HOMO-LUMO gap at 9.13 eV. Its spin multiplicity is 1. Its SMILES is Cc1ccc(O)cc1.CCC.

Atomic partial charges in e from the Mulliken method, atoms 1 to 8: number 1, C, carries -1.618; number 2, C, carries 0.810; number 3, C, carries -0.643; number 4, C, carries -0.505; number 5, C, carries 0.538; number 6, O, carries -0.545; number 7, C, carries -0.268; number 8, C, carries -0.606